(1)
{
  "formula": "C31H22ClN10O5Pd",
  "method": "ωB97M-V/def2-TZVPD",
  "homo_ev": [-16.6, -16.7],
  "total_energy_ha": -2705.12269,
  "charge": 3,
  "s_squared": 6.07,
  "multiplicity": 5,
  "elements": ["Pd", "O", "C", "O", "C", "C", "Cl", "N", "N", "C", "C", "O", "O", "C", "C", "C", "C", "C", "C", "H", "H", "H", "H", "H", "H", "C", "N", "C", "N", "C", "N", "C", "C", "C", "C", "C", "C", "C", "N", "N", "C", "O", "C", "C", "C", "C", "C", "C", "N", "C", "N", "C", "N", "C", "H", "H", "H", "H", "H", "H", "H", "H", "H", "H", "H", "H", "H", "H", "H", "H"],
  "positions_angstrom": [[0.124671, 1.620378, -1.918650], [-0.206093, 2.039584, -7.442244], [-0.314773, 0.796793, -7.162670], [-0.287402, -0.063008, -8.095194], [-0.427843, 0.385416, -5.747350], [-0.573923, -0.922234, -5.215369], [-1.124155, -2.362883, -6.110083], [-0.148615, -0.896443, -3.917967], [0.124427, 0.411905, -3.562113], [-0.051193, 1.157296, -4.668947], [0.196343, 2.637876, -4.461413], [-0.138674, 3.501395, -5.321287], [0.697309, 2.975108, -3.353269], [0.444098, -1.923226, -3.197878], [0.851228, -1.718597, -1.836966], [1.761228, -2.626462, -1.234235], [2.145587, -3.805076, -1.896064], [1.734691, -4.019257, -3.229382], [0.923345, -3.130997, -3.842807], [-0.222755, 2.772859, -6.790827], [0.365593, -0.973248, -1.246099], [1.971682, -2.394706, -0.165135], [2.748773, -4.617537, -1.479903], [1.987379, -4.948719, -3.711716], [0.578630, -3.197551, -4.915211], [-4.207025, 0.704465, 1.525904], [-3.259492, 0.757494, 0.416601], [-2.016398, 1.243894, 0.337843], [-1.488082, 0.939992, -0.871188], [-2.446297, 0.138422, -1.444340], [-3.520266, 0.046730, -0.688939], [-3.991280, -0.484058, 2.455999], [-4.922224, -1.471943, 2.830200], [-4.531165, -2.597862, 3.571607], [-3.161276, -2.747826, 4.011998], [-2.296469, -1.751679, 3.643035], [-2.665936, -0.610082, 2.949903], [-0.846793, -1.763328, 3.843521], [-0.171848, -2.579379, 4.553037], [1.147520, -2.249273, 4.569011], [1.304532, -1.177719, 3.876195], [0.021441, -0.759658, 3.355294], [2.468557, -0.332109, 3.639301], [3.773977, -0.733809, 3.940183], [4.776730, 0.196447, 3.818104], [4.490596, 1.504611, 3.437994], [3.184124, 1.867439, 3.030878], [3.025731, 3.237803, 2.260083], [1.873917, 3.254840, 1.357662], [1.541580, 2.325931, 0.477496], [0.503412, 2.719353, -0.252370], [0.185721, 3.948161, 0.218784], [1.033444, 4.295013, 1.208586], [2.137095, 0.944098, 3.150789], [-5.217607, 0.547115, 1.039562], [-4.223283, 1.656910, 2.007788], [-1.468536, 1.788977, 1.148420], [-2.408711, -0.314979, -2.405204], [-5.949471, -1.317235, 2.509384], [-5.234059, -3.337884, 3.952264], [-2.815864, -3.520724, 4.650285], [-1.969334, 0.101481, 2.598180], [3.985968, -1.700089, 4.234927], [5.803711, -0.178473, 4.109345], [5.239980, 2.277900, 3.479348], [3.915744, 3.500062, 1.673773], [2.815604, 4.024957, 2.951646], [2.065366, 1.412241, 0.342852], [-0.769921, 4.426603, 0.143627], [1.127028, 1.068503, 2.863410]],
  "forces_ev_per_a": [[1.12, 0.15, 0.33], [0.22, 0.92, -1.17], [-0.56, -3.13, -4.26], [-0.13, 2.24, 3.84], [-0.33, -2.44, -0.20], [-0.32, 0.01, -3.24], [0.53, 2.12, 1.23], [0.22, -0.71, 0.47], [-0.20, -0.09, -1.74], [0.72, -0.23, 2.32], [-1.27, 3.17, -3.18], [0.81, -2.69, 1.67], [0.08, -0.22, 1.36], [1.23, -0.23, 0.60], [1.06, -1.81, 0.03], [-1.86, 1.70, 0.56], [0.31, -0.23, -0.52], [-0.39, -0.22, 0.54], [-1.59, 1.27, -2.26], [-0.18, -0.23, 0.82], [0.08, 0.51, 0.26], [0.19, -0.62, -1.02], [-0.14, 0.62, 0.40], [0.26, 0.02, -0.25], [0.89, -0.56, 1.47], [-2.43, -1.24, -0.72], [1.37, -0.42, -0.23], [0.61, 0.84, 0.19], [-1.96, -1.10, 1.13], [-1.15, 0.98, 1.55], [-0.02, -0.64, -0.83], [2.68, 0.00, 0.94], [0.16, 0.25, -0.35], [1.96, -0.10, 1.37], [-3.06, 0.42, -0.84], [3.40, 1.62, -0.47], [-3.50, -0.25, -1.71], [-0.06, 2.51, -0.78], [2.41, -2.49, 1.77], [-1.21, -1.82, 0.87], [-1.51, 2.23, -1.66], [0.39, -1.16, 0.61], [-2.09, -0.81, 0.33], [-0.58, 1.72, -0.63], [1.53, -0.70, 0.85], [-0.75, -0.06, 0.05], [-0.61, 0.48, -1.46], [-0.21, -0.84, 0.64], [-0.59, -0.22, -0.99], [0.12, 0.22, -0.41], [0.75, 0.43, 1.02], [1.68, -0.19, 2.64], [-1.04, 0.30, -0.19], [2.46, 0.41, 0.02], [1.13, 0.49, 0.40], [0.11, 0.57, 0.52], [-0.90, -0.44, -1.06], [0.15, -0.12, -0.52], [0.01, -0.38, 0.13], [-0.05, 0.26, -0.45], [0.00, -0.86, 0.29], [0.83, 0.48, 0.19], [0.29, -1.89, 0.68], [-1.17, 1.00, -0.50], [0.34, -0.02, -0.25], [-0.12, -0.25, 0.32], [0.11, 0.64, 0.54], [0.38, -0.50, -0.03], [0.05, 0.56, -0.80], [-0.65, 0.74, -0.23]]
}


(2)
{
  "formula": "C31H22DyN5O6S",
  "method": "ωB97M-V/def2-TZVPD",
  "homo_ev": [-7.0, -7.0],
  "total_energy_ha": -3203.17316,
  "charge": 0,
  "s_squared": 9.33,
  "multiplicity": 6,
  "elements": ["Dy", "O", "C", "O", "C", "C", "C", "C", "C", "N", "C", "O", "O", "H", "H", "H", "H", "O", "C", "C", "C", "C", "C", "C", "C", "N", "N", "C", "O", "C", "C", "C", "C", "C", "C", "H", "H", "H", "H", "H", "H", "H", "H", "H", "H", "S", "C", "C", "C", "N", "C", "C", "C", "C", "C", "N", "C", "C", "H", "H", "H", "H", "H", "H", "H", "H"],
  "positions_angstrom": [[-0.325692, 1.948117, 0.021294], [-0.843673, 4.138200, -3.963311], [-0.507291, 3.647537, -2.763604], [-1.295209, 3.266481, -1.877249], [0.942017, 3.518870, -2.583592], [1.923542, 4.051954, -3.403568], [3.261359, 3.873458, -3.034683], [3.615805, 3.148716, -1.891960], [2.567837, 2.610029, -1.113157], [1.289531, 2.837357, -1.475153], [2.758067, 1.763854, 0.128934], [3.872159, 1.240525, 0.283386], [1.713436, 1.640299, 0.902959], [-1.816904, 4.169834, -4.089985], [1.673481, 4.586542, -4.315431], [4.047229, 4.297238, -3.661570], [4.659147, 2.983626, -1.595497], [-0.674829, 3.847689, 1.181553], [-0.431793, 3.865866, 2.476965], [0.361653, 4.923173, 2.986919], [0.543646, 5.053999, 4.347298], [-0.028258, 4.135869, 5.225111], [-0.713170, 3.019144, 4.778728], [-0.976487, 2.856399, 3.388891], [-1.708725, 1.679962, 2.968146], [-1.827480, 1.233728, 1.704117], [-2.621901, 0.178719, 1.364359], [-2.719316, 0.063117, 0.029901], [-2.135970, 0.811821, -0.835812], [-3.485333, -1.054262, -0.519222], [-3.394097, -1.295744, -1.882345], [-4.052122, -2.379257, -2.428213], [-4.821067, -3.173906, -1.605223], [-4.925644, -2.924952, -0.245451], [-4.261273, -1.855645, 0.315504], [0.785114, 5.663266, 2.302508], [1.110406, 5.881913, 4.768556], [0.107797, 4.281161, 6.298873], [-1.077812, 2.279387, 5.491937], [-2.200225, 1.096172, 3.756396], [-2.775096, -0.629754, -2.488136], [-4.001753, -2.599726, -3.495814], [-5.355677, -4.020243, -2.032602], [-5.510427, -3.590915, 0.406628], [-4.344525, -1.653686, 1.384961], [2.467266, -4.282572, -1.800311], [1.694963, -2.771946, -1.362700], [1.061211, -2.516608, -0.144763], [0.568242, -1.245867, 0.075507], [0.562676, -0.275876, -0.865208], [1.145167, -0.547592, -2.033494], [1.755571, -1.759689, -2.321592], [2.191287, -5.234408, -0.374830], [3.079700, -5.172628, 0.696834], [2.816462, -5.989525, 1.782846], [1.769894, -6.798448, 1.860511], [0.927226, -6.822448, 0.827374], [1.088169, -6.066080, -0.322021], [0.987900, -3.261783, 0.658504], [0.156874, -0.971622, 1.047035], [1.169115, 0.261142, -2.762147], [2.285890, -1.913151, -3.260629], [3.927976, -4.472928, 0.683722], [3.484521, -5.990732, 2.644164], [0.085204, -7.508555, 0.915424], [0.374195, -6.074626, -1.156591]],
  "forces_ev_per_a": [[-1.91, 0.49, 0.66], [-0.50, -0.13, 0.57], [-2.00, -0.77, 0.99], [1.42, 1.05, -2.25], [1.90, -0.15, 0.58], [0.01, -0.02, -0.12], [0.36, -0.25, 0.31], [-0.46, -0.08, -0.02], [-0.63, 0.98, -1.21], [0.97, 0.11, -0.30], [0.87, -1.25, 1.49], [-1.51, 0.86, -0.32], [1.23, 0.34, -1.18], [0.55, -0.09, 0.41], [-0.03, -0.06, 0.22], [-0.24, -0.10, 0.17], [-0.58, 0.05, -0.13], [0.34, -0.91, 0.04], [-0.47, -0.37, -0.16], [-0.19, 0.03, 0.38], [-0.20, 0.01, -0.14], [0.08, -0.53, 0.93], [-0.20, 0.52, -0.83], [1.12, 0.70, -0.21], [-0.78, -1.55, -2.40], [1.08, 2.02, 2.34], [-0.57, -0.60, -0.67], [0.81, 0.61, 1.29], [0.51, 0.56, 0.53], [-0.35, -0.10, 0.49], [0.37, 0.14, -0.25], [-0.15, 0.04, -0.43], [-0.47, -0.80, -0.13], [-0.36, -0.51, 0.51], [-0.05, -0.10, 0.03], [-0.24, -0.41, 0.07], [-0.05, -0.10, -0.21], [0.01, -0.11, -0.30], [0.00, 0.17, -0.20], [-0.05, 0.15, -0.19], [-0.26, -0.26, 0.24], [0.06, 0.11, 0.29], [0.09, 0.10, 0.08], [0.19, 0.34, -0.46], [0.20, 0.07, -0.42], [0.20, 0.45, -0.76], [-0.06, 0.14, -0.04], [0.14, -0.14, 0.29], [-0.22, 0.47, -0.46], [0.34, -0.59, 0.35], [0.22, -0.17, -0.04], [-0.17, 0.22, 0.14], [0.24, -0.17, 0.57], [0.07, 0.28, -0.25], [0.38, 0.16, 0.39], [-0.30, -0.17, -0.23], [-0.26, -0.44, 0.14], [-0.20, 0.06, -0.14], [0.10, 0.37, -0.51], [-0.03, -0.13, -0.18], [-0.06, -0.13, 0.05], [-0.21, 0.06, 0.19], [-0.40, -0.50, -0.01], [-0.11, 0.03, -0.15], [0.10, 0.17, 0.03], [0.34, -0.17, 0.49]]
}


(3)
{
  "formula": "C31H23AuCl5NP2",
  "method": "ωB97M-V/def2-TZVPD",
  "homo_ev": [-13.2, -14.4],
  "total_energy_ha": -4368.57887,
  "e_above_lowest_kj_mol": 73.0,
  "charge": 2,
  "s_squared": 2.03,
  "multiplicity": 3,
  "elements": ["Au", "Cl", "C", "C", "C", "Cl", "C", "Cl", "C", "Cl", "C", "Cl", "C", "N", "P", "C", "C", "C", "C", "C", "C", "C", "C", "C", "C", "C", "C", "P", "C", "C", "C", "C", "C", "C", "C", "C", "C", "C", "C", "C", "H", "H", "H", "H", "H", "H", "H", "H", "H", "H", "H", "H", "H", "H", "H", "H", "H", "H", "H", "H", "H", "H", "H"],
  "positions_angstrom": [[0.977499, 1.307000, 0.238787], [4.037605, 2.197771, 0.428615], [2.959523, 3.483702, 0.248068], [1.600895, 3.250058, 0.059602], [0.817691, 4.529908, -0.119387], [-0.712266, 4.218237, -0.711560], [1.326854, 5.822905, -0.041765], [0.391863, 7.221639, -0.353556], [2.739939, 5.953549, 0.031898], [3.603238, 7.490164, 0.016967], [3.522894, 4.767967, 0.263109], [5.061032, 5.122994, 0.966179], [-1.489549, -2.392257, -0.643166], [-0.706557, -1.234288, -0.163688], [-1.309788, 0.179235, 0.431855], [-2.617178, 0.751330, -0.775735], [-2.202782, 1.344017, -1.976529], [-3.198941, 1.771063, -2.831499], [-4.555842, 1.617843, -2.556849], [-4.914652, 1.035732, -1.336662], [-3.948191, 0.568385, -0.410794], [-2.039300, -0.059578, 2.002824], [-2.898179, 0.889268, 2.540165], [-3.528521, 0.651208, 3.750743], [-3.204918, -0.496758, 4.493666], [-2.328166, -1.400394, 3.952174], [-1.725315, -1.201120, 2.719669], [0.960932, -1.008902, -0.256742], [1.942066, -2.098427, 0.883281], [3.332656, -1.837747, 0.964850], [4.046958, -2.658101, 1.896482], [3.420927, -3.638854, 2.656839], [2.084197, -3.895361, 2.460446], [1.336929, -3.061737, 1.673191], [1.488163, -1.433128, -1.898994], [1.289007, -0.537917, -2.945027], [1.677911, -0.939405, -4.203897], [2.253425, -2.178569, -4.475362], [2.378417, -3.095094, -3.397687], [2.075873, -2.641516, -2.143611], [-2.042722, -2.878654, 0.138292], [-0.882046, -3.034086, -1.234657], [-2.261675, -2.020080, -1.292124], [-1.199513, 1.583713, -2.105107], [-2.835380, 2.230955, -3.788800], [-5.399494, 2.035940, -3.124744], [-5.924661, 0.921522, -1.001130], [-4.205246, 0.106921, 0.545164], [-3.025795, 1.861404, 2.063030], [-4.271200, 1.343161, 4.175901], [-3.707094, -0.781874, 5.409197], [-2.173347, -2.361231, 4.534374], [-1.013217, -1.950588, 2.262007], [3.831536, -1.093112, 0.410792], [5.136124, -2.564753, 1.899905], [3.948999, -4.169396, 3.356625], [1.681832, -4.775393, 2.899116], [0.224066, -3.252970, 1.495538], [0.762342, 0.401766, -2.763165], [1.445442, -0.285253, -4.997211], [2.626305, -2.404114, -5.461250], [2.859461, -4.032115, -3.547454], [2.478914, -3.246597, -1.311216]],
  "forces_ev_per_a": [[-0.72, -0.92, -0.56], [0.59, -0.96, 0.26], [-0.60, 0.25, -0.63], [0.77, 2.96, 0.74], [0.83, -2.38, -0.33], [-0.74, 0.45, 0.08], [1.85, 1.07, -0.70], [-0.08, -0.36, 0.19], [-0.59, 0.73, 0.44], [-1.60, -1.41, -0.26], [0.68, 1.51, 1.32], [-0.69, -1.13, -0.73], [-0.56, 1.19, 0.03], [0.65, -1.15, 0.04], [-0.88, 1.52, -1.35], [1.24, -0.47, 1.48], [-2.53, -0.40, 1.35], [0.77, 0.66, -2.15], [-0.65, 0.02, 1.34], [0.92, -0.56, 0.89], [-0.11, 0.55, -1.35], [0.14, -0.09, 0.26], [-0.37, 0.92, 0.59], [-0.20, 0.10, 0.92], [-0.72, 0.33, -0.84], [0.72, -2.26, 0.87], [0.76, -1.23, -0.40], [0.97, -0.64, 0.90], [0.23, 1.74, -0.48], [-0.97, -2.57, 2.20], [0.12, 1.07, -1.39], [-0.58, 1.66, -1.89], [0.13, 0.03, 0.38], [-2.24, -0.45, -1.50], [-0.20, 1.14, 0.24], [-0.57, -0.44, 0.26], [-0.14, -0.11, -0.19], [-0.30, -0.56, 1.52], [0.47, 1.78, -1.88], [1.13, -1.90, 1.36], [0.27, -0.51, 0.63], [0.61, -0.68, -0.15], [-0.32, 0.32, -0.55], [1.62, 0.18, -0.59], [-0.74, -0.31, 0.97], [0.88, -0.27, -0.26], [-0.60, 0.12, -0.35], [-0.15, 0.21, -0.49], [-0.25, -0.35, -0.13], [0.54, -0.17, -0.42], [0.00, 0.44, 0.07], [0.11, 1.29, -0.92], [-1.07, 0.94, 0.87], [0.43, 0.67, -0.71], [-0.36, 0.13, 0.39], [1.35, -1.41, 1.36], [-0.63, -0.34, 0.55], [1.73, 0.09, 0.42], [0.30, -0.16, -0.24], [0.14, 0.70, -0.96], [-0.18, -0.15, -0.14], [0.19, -0.61, -0.02], [-0.83, 0.20, -0.33]]
}


| no. | maximum force (eV/Å) |
| --- | --- |
| 1 | 5.32 |
| 2 | 3.27 |
| 3 | 3.52 |